[1]
This record from the OMol25 dataset describes a structure of composition NO3Rb3 in a non-equilibrium geometry. The level of theory is wB97M-V/def2-TZVPD.

Values from the calculation:
E (eV): -9574.0440
HOMO energy (eV): -18.8
Largest force on an atom (eV Å⁻¹): 18.81
ΔE to the lowest compared entry with this formula, charge and spin (eV): 9.4164
Charge: +2

Cartesian coordinates (Å):
Rb -2.58420 -0.42282 -0.19749
Rb 2.62758 0.25663 -0.82894
Rb 0.40752 0.93543 2.10149
N -0.08287 -0.26746 -0.30739
O -0.56217 -0.91930 -1.19428
O -0.68100 -0.10320 0.83564
O 0.87512 0.52074 -0.40901

Forces on the atoms, in the same order (eV/Å):
Rb -8.3 -0.4 -1.2
Rb 18.1 -2.3 -4.5
Rb 5.9 6.4 8.9
N -1.9 2.5 1.9
O 3.0 -1.1 -1.0
O -1.8 -6.6 -5.8
O -15.1 1.5 1.8

---

[2]
This record from the OMol25 dataset describes a structure of composition C5H6FKO3 in a non-equilibrium geometry. The level of theory is wB97M-V/def2-TZVPD.

Values from the calculation:
E (eV): -30458.0839
HOMO energy (spin up / spin down) (eV): -11.4 / -12.5
Largest force on an atom (eV Å⁻¹): 2.05
Spin multiplicity: 2
ΔE to the lowest compared entry with this formula, charge and spin (eV): 1.7165
Charge: +1
Expectation value of S²: 0.77

Cartesian coordinates (Å):
O 0.43858 0.16814 -1.55992
K 0.73444 -0.53663 -6.18392
O 0.87496 -1.24543 -3.24488
C 0.90929 -0.97325 -2.06946
O 1.46542 -1.72375 -1.15277
C 1.35914 -1.09373 0.13336
H 0.70715 -1.70268 0.76970
H 2.35578 -1.00758 0.58102
C 0.75924 0.25951 -0.20520
F 1.61662 1.27819 -0.03834
H -0.53049 0.77503 0.79516
C -1.66464 1.32227 1.67012
C -2.24237 0.85077 2.76350
H -1.79103 2.32717 1.26070
H -3.11539 1.34563 3.20484
H -1.87671 -0.04366 3.27609

Forces on the atoms, in the same order (eV/Å):
O -0.6 0.6 0.2
K 0.0 -0.1 0.5
O -0.2 0.2 0.0
C 0.3 -0.1 -1.1
O 0.3 -0.6 0.4
C -0.2 0.0 0.5
H 0.2 0.1 -0.2
H -0.3 0.1 -0.1
C -0.2 0.3 0.6
F 0.0 0.1 0.1
H -1.3 0.2 1.2
C 1.8 0.0 -1.0
C 0.6 -0.4 -0.4
H -0.4 -0.4 -0.1
H 0.5 0.1 -0.1
H -0.3 0.1 -0.3

---

[3]
This record from the OMol25 dataset describes a structure of composition C34H54F6N6O3S2Ti. The level of theory is wB97M-V/def2-TZVPD.

Values from the calculation:
E (eV): -112300.2703
HOMO energy (eV): -12.8
Largest force on an atom (eV Å⁻¹): 0.71
ΔE to the lowest compared entry with this formula, charge and spin (eV): 0.5585
Charge: +2

Cartesian coordinates (Å):
Ti 0.24472 0.44088 2.13380
C -3.64490 2.65602 2.93228
C -2.57459 1.66527 2.61643
N -1.43293 1.59330 3.19668
N -1.14151 2.46189 4.20820
C 0.04008 2.35111 4.82893
N 0.31211 3.17541 5.82568
S 1.12634 1.13447 4.36628
C -2.78781 0.59154 1.63329
C -4.02123 0.29050 1.09909
C -4.15404 -0.86013 0.32318
C -3.05353 -1.66462 0.12936
C -1.83908 -1.28347 0.68682
N -1.70297 -0.17476 1.40588
H -4.29853 2.27146 3.71975
H -4.25613 2.84484 2.05316
H -3.24273 3.61903 3.24272
H -1.80467 3.18456 4.45087
H -0.33728 3.87301 6.15511
H 1.20346 3.10885 6.29142
H -4.87945 0.91358 1.30316
H -5.11350 -1.12082 -0.10215
H -3.10693 -2.57480 -0.45006
H -0.95413 -1.88641 0.54657
C 3.73096 0.81811 1.11677
O 2.56845 0.82517 1.98772
H 4.09719 1.83526 1.00311
H 3.42843 0.44101 0.14910
H 4.50040 0.18057 1.54711
H 2.73640 1.47792 2.67745
C -0.99153 3.26289 -0.43377
C 0.21530 3.17774 0.48982
O 0.25080 1.98906 1.20173
C 0.14546 4.31920 1.53229
F -1.09149 4.36278 2.08793
F 0.99838 4.13870 2.55091
F 0.37992 5.50210 0.98250
C 1.53295 3.32405 -0.32254
F 1.39136 4.18255 -1.33056
F 1.89187 2.14463 -0.83295
F 2.54656 3.75358 0.44609
H -1.89880 3.12777 0.15256
H -0.92950 2.46015 -1.16413
H -1.03007 4.22836 -0.93370
C 0.32174 -1.97106 5.94538
C -0.81147 -2.43505 5.02574
C -1.79760 -1.31672 4.70926
C -0.24554 -3.20838 3.84483
C -0.29463 -4.58852 3.98414
C 0.25141 -5.44164 3.04413
C 0.86850 -4.89668 1.94307
C 0.95168 -3.51970 1.72879
C 1.68929 -3.16648 0.44557
C 0.84761 -3.45667 -0.80200
C 2.32413 -1.79320 0.39472
C 0.38409 -2.67326 2.69602
O 0.38187 -1.28638 2.55073
H -0.07115 -1.40000 6.78903
H 1.03613 -1.34646 5.40910
H 0.86736 -2.82724 6.34106
H -1.38645 -3.17653 5.58360
H -1.29167 -0.44169 4.31831
H -2.31048 -1.01664 5.62539
H -2.55406 -1.64073 3.98994
H -0.77023 -5.00021 4.86541
H 0.20635 -6.51351 3.17831
H 1.32052 -5.54995 1.20643
H 2.51927 -3.87831 0.42318
H 0.07284 -2.70636 -0.96160
H 0.38218 -4.44023 -0.74385
H 1.48125 -3.43734 -1.68975
H 1.59142 -1.00961 0.16336
H 3.06414 -1.76867 -0.40788
H 2.83016 -1.56525 1.33012
C 2.77382 -0.69056 -6.08990
C 3.43288 -1.41639 -4.92219
C 2.63644 -1.41095 -3.61878
C 2.39903 -0.03169 -3.00706
N 1.28370 0.69707 -3.60007
C 0.04371 0.73482 -3.11240
S -0.44221 -0.06356 -1.68233
N -0.87183 1.45187 -3.78506
C -0.68050 2.08647 -5.08710
C -0.70683 1.11581 -6.26939
C -2.10330 0.67658 -6.70564
C -2.91384 -0.06013 -5.64220
H 3.33103 -0.85726 -7.01086
H 2.74343 0.39289 -5.94216
H 1.75429 -1.04650 -6.25171
H 4.42054 -0.98441 -4.73545
H 3.60793 -2.45553 -5.20734
H 3.18645 -2.00569 -2.88322
H 1.66707 -1.90108 -3.75409
H 3.29179 0.59024 -3.11296
H 2.17419 -0.12343 -1.94701
H 1.45088 1.13909 -4.48939
H -1.81139 1.32727 -3.44880
H 0.25654 2.64880 -5.06148
H -1.46847 2.83330 -5.19356
H -0.10522 0.23589 -6.02127
H -0.21255 1.60230 -7.11357
H -1.99175 0.02981 -7.57770
H -2.66145 1.55190 -7.04961
H -2.32499 -0.84559 -5.16249
H -3.79304 -0.52556 -6.08630
H -3.27882 0.61433 -4.86338

Forces on the atoms, in the same order (eV/Å):
Ti -0.1 0.1 0.7
C 0.0 0.0 0.0
C 0.0 0.0 0.0
N 0.0 -0.1 -0.1
N 0.0 0.0 0.0
C 0.0 0.0 0.0
N 0.0 0.0 0.0
S 0.0 0.0 -0.1
C 0.0 0.0 0.0
C 0.0 0.0 0.0
C 0.0 0.0 0.0
C 0.0 0.0 0.0
C 0.0 0.0 0.0
N 0.1 0.0 -0.1
H 0.0 0.0 0.0
H 0.0 0.0 0.0
H 0.0 0.0 0.0
H 0.0 0.0 0.0
H 0.0 0.0 0.0
H 0.0 0.0 0.0
H 0.0 0.0 0.0
H 0.0 0.0 0.0
H 0.0 0.0 0.0
H 0.0 0.0 0.0
C 0.0 0.0 0.0
O -0.1 -0.1 0.0
H 0.0 0.0 0.0
H 0.0 0.0 0.0
H 0.0 0.0 0.0
H 0.0 0.0 0.0
C 0.0 0.0 0.0
C 0.0 0.1 0.1
O 0.0 -0.2 -0.2
C 0.0 0.1 0.0
F 0.0 0.0 0.0
F 0.0 0.0 0.0
F 0.0 0.0 0.0
C 0.0 0.0 0.0
F 0.0 0.0 0.0
F 0.0 0.0 -0.1
F 0.0 0.0 0.0
H 0.0 0.0 0.0
H 0.0 0.0 0.0
H 0.0 0.0 0.0
C 0.0 0.0 0.0
C 0.0 0.0 0.0
C 0.0 0.0 0.0
C 0.0 0.0 0.0
C 0.0 0.0 0.0
C 0.0 0.0 0.0
C 0.0 0.0 0.0
C 0.0 0.1 0.0
C 0.0 0.0 0.0
C 0.0 0.0 0.0
C 0.0 0.0 0.0
C -0.3 0.0 0.2
O 0.6 0.0 -0.4
H 0.0 0.0 0.0
H 0.0 0.0 0.0
H 0.0 0.0 0.0
H 0.0 0.0 0.0
H 0.0 0.0 0.0
H 0.0 0.0 0.0
H 0.0 0.0 0.0
H 0.0 0.0 0.0
H 0.0 0.0 0.0
H 0.0 0.0 0.0
H 0.0 0.0 0.0
H 0.0 0.0 0.0
H 0.0 0.0 0.0
H 0.0 0.0 0.0
H 0.0 0.0 0.0
H 0.0 0.0 0.0
H 0.0 0.0 0.0
C 0.0 0.0 0.0
C 0.0 0.0 0.0
C 0.0 0.0 0.0
C 0.0 0.0 0.0
N 0.0 0.0 0.0
C -0.1 0.0 -0.1
S 0.0 0.0 -0.1
N 0.0 0.0 0.0
C 0.0 0.0 0.0
C 0.0 0.0 0.0
C 0.0 0.0 0.0
C 0.0 0.0 0.0
H 0.0 0.0 0.0
H 0.0 0.0 0.0
H 0.0 0.0 0.0
H 0.0 0.0 0.0
H 0.0 0.0 0.0
H 0.0 0.0 0.0
H 0.0 0.0 0.0
H 0.0 0.0 0.0
H 0.0 0.0 0.0
H 0.0 0.0 0.0
H 0.0 0.0 0.0
H 0.0 0.0 0.0
H 0.0 0.0 0.0
H 0.0 0.0 0.0
H 0.0 0.0 0.0
H 0.0 0.0 0.0
H 0.0 0.0 0.0
H 0.0 0.0 0.0
H 0.0 0.0 0.0
H 0.0 0.0 0.0

---

Among the records above, which one has the highest E? NO3Rb3

---

What did the first record say?
This record from the OMol25 dataset describes a structure of composition NO3Rb3 in a non-equilibrium geometry. The level of theory is wB97M-V/def2-TZVPD.

Values from the calculation:
E (eV): -9574.0440
HOMO energy (eV): -18.8
Largest force on an atom (eV Å⁻¹): 18.81
ΔE to the lowest compared entry with this formula, charge and spin (eV): 9.4164
Charge: +2

Cartesian coordinates (Å):
Rb -2.58420 -0.42282 -0.19749
Rb 2.62758 0.25663 -0.82894
Rb 0.40752 0.93543 2.10149
N -0.08287 -0.26746 -0.30739
O -0.56217 -0.91930 -1.19428
O -0.68100 -0.10320 0.83564
O 0.87512 0.52074 -0.40901

Forces on the atoms, in the same order (eV/Å):
Rb -8.3 -0.4 -1.2
Rb 18.1 -2.3 -4.5
Rb 5.9 6.4 8.9
N -1.9 2.5 1.9
O 3.0 -1.1 -1.0
O -1.8 -6.6 -5.8
O -15.1 1.5 1.8